C14H42O14 | wB97M-V/def2-TZVPD

Element x y z (Å)
O1 5.359 -4.179 7.307
C1 4.761 -3.838 6.072
C2 3.692 -2.672 6.308
O2 2.666 -3.092 7.132
H1 6.004 -4.852 7.080
H2 5.606 -3.493 5.476
H3 4.209 -4.618 5.548
H4 3.397 -2.186 5.378
H5 4.244 -1.937 6.895
H6 3.000 -3.506 7.932
O3 1.073 -7.716 3.913
C3 0.067 -6.785 4.285
C4 -0.112 -5.745 3.220
O4 -1.082 -6.209 2.343
H7 1.265 -8.273 4.670
H8 -0.891 -7.256 4.504
H9 0.440 -6.345 5.210
H10 0.804 -5.580 2.653
H11 -0.554 -4.809 3.560
H12 -0.770 -7.048 1.998
O5 -1.664 -3.227 -2.009
C5 -0.536 -3.514 -2.882
C6 -0.489 -2.532 -4.053
O6 0.243 -1.357 -3.691
H13 -1.572 -3.807 -1.249
H14 0.379 -3.597 -2.296
H15 -0.782 -4.523 -3.213
H16 -1.478 -2.168 -4.328
H17 0.030 -2.974 -4.903
H18 0.085 -0.813 -4.466
O7 -2.096 3.854 -4.066
C7 -3.230 3.913 -4.943
C8 -3.358 5.082 -5.975
O8 -2.368 5.141 -6.960
H19 -2.173 3.129 -3.440
H20 -3.254 2.951 -5.455
H21 -4.093 3.802 -4.287
H22 -3.158 5.987 -5.401
H23 -4.350 5.100 -6.427
H24 -2.696 5.629 -7.719
O9 1.083 -0.585 0.362
C9 0.524 0.492 1.072
C10 -0.980 0.278 1.335
O10 -1.680 0.566 0.132
H25 0.814 -0.499 -0.555
H26 1.028 0.545 2.037
H27 0.710 1.402 0.502
H28 -1.216 1.097 2.014
H29 -1.359 -0.625 1.813
H30 -1.602 -0.241 -0.382
O11 -5.824 6.587 0.240
C11 -6.123 5.392 0.973
C12 -6.733 5.663 2.357
O12 -5.660 5.973 3.240
H31 -4.960 6.883 0.534
H32 -6.869 4.972 0.298
H33 -5.273 4.711 1.028
H34 -7.354 4.836 2.701
H35 -7.491 6.442 2.442
H36 -5.326 6.860 3.084
O13 6.777 0.945 -4.494
C13 5.530 1.485 -3.989
C14 5.783 2.816 -3.343
O14 5.682 3.858 -4.267
H37 7.274 1.637 -4.937
H38 4.865 1.594 -4.845
H39 5.027 0.742 -3.370
H40 6.767 2.824 -2.873
H41 5.157 3.153 -2.517
H42 4.812 4.263 -4.310

Its LUMO energy is 0.3 eV. For the total energy, the calculation gives -43857.6765 eV. As for the HOMO-LUMO gap: 10.1 eV. The value obtained for the energy above the lowest of the compared OMol25 structures with the same formula, charge and spin is 329.9 kJ/mol. The structure (SMILES) is OCCO.OCCO.OCCO.OCCO.OCCO.OCCO.OCCO.